Molecular formula: C44H26ClF9N2O3PRuS
Method: DFT, ωB97M-V with the def2-TZVPD basis set

Expectation value of S² ... 0.760
Energy above the lowest of the compared OMol25 structures with the same formula, charge and spin ... 141.9 kJ/mol
Frontier orbital gap (alpha / beta) ... 6.172 / 6.045 eV
HOMO energy (alpha / beta) ... -7.48 / -7.41 eV
LUMO (alpha / beta) ... -1.3 / -1.4 eV
Max |F| ... 0.0782 Eh/bohr
Charge ... 0
Multiplicity ... 2

Positions of all 88 atoms, in Å:
1 Ru -1.1638 -0.1639 -0.0225
2 Cl -2.7637 -6.9949 -1.8470
3 C -2.1110 -5.5065 -1.2275
4 C -1.4321 -5.5102 0.0053
5 C -0.9384 -4.3457 0.5179
6 C -1.1045 -3.1117 -0.1549
7 O -0.6118 -2.0464 0.3760
8 C -1.7948 -3.1192 -1.4071
9 C -2.0304 -1.9584 -2.1817
10 N -1.7016 -0.7426 -1.8751
11 C -1.9938 0.3472 -2.7277
12 C -2.1863 0.2859 -4.0818
13 C -2.5484 1.4423 -4.8024
14 C -2.7306 2.6411 -4.1750
15 C -2.4800 2.7525 -2.7888
16 C -2.5924 3.9585 -2.0585
17 C -2.2752 3.9726 -0.7332
18 C -1.8310 2.7921 -0.1124
19 N -1.7334 1.6546 -0.7575
20 C -2.0710 1.6085 -2.0835
21 C -2.2766 -4.3488 -1.9198
22 H -1.3102 -6.4396 0.5462
23 H -0.4333 -4.3238 1.4742
24 H -2.6042 -2.1004 -3.0960
25 H -2.0249 -0.6482 -4.6048
26 H -2.6896 1.3698 -5.8730
27 H -3.0373 3.5176 -4.7316
28 H -2.9315 4.8541 -2.5648
29 H -2.3507 4.8816 -0.1530
30 H -1.5480 2.7676 0.9331
31 H -2.7900 -4.3630 -2.8740
32 O -0.6054 -1.0476 3.5752
33 C -1.5199 -0.8774 2.7775
34 O -1.7175 0.2083 2.0917
35 C -2.5220 -1.9847 2.5105
36 C -2.4551 -3.1374 3.2822
37 C -3.3145 -4.2018 3.0497
38 C -4.2186 -4.1296 2.0024
39 C -4.2817 -2.9958 1.2044
40 C -3.4554 -1.9008 1.4567
41 S -3.6407 -0.4464 0.4751
42 H -1.7161 -3.1664 4.0727
43 H -3.2720 -5.0837 3.6771
44 H -4.8772 -4.9651 1.7946
45 H -4.9731 -2.9528 0.3717
46 F 4.1437 3.4755 5.8088
47 C 2.9898 3.9774 5.3356
48 F 3.2518 5.2435 4.9554
49 F 2.1306 4.0409 6.3588
50 C 2.4669 3.1657 4.1837
51 C 3.3115 2.9777 3.0899
52 C 2.8642 2.2625 1.9984
53 C 1.5688 1.7425 2.0008
54 C 0.7351 1.9194 3.0967
55 C 1.1912 2.6364 4.1993
56 P 0.9745 0.7925 0.5739
57 C 1.3557 1.8579 -0.8688
58 C 1.4708 3.2408 -0.7696
59 C 1.5236 4.0253 -1.9132
60 C 1.4550 3.4300 -3.1623
61 C 1.3460 2.0514 -3.2794
62 C 1.2860 1.2753 -2.1361
63 C 1.4344 4.3035 -4.3825
64 F 0.2375 4.9125 -4.5238
65 F 2.3540 5.2784 -4.3179
66 F 1.6559 3.6158 -5.5105
67 C 2.2183 -0.5434 0.5211
68 C 2.0298 -1.5668 1.4502
69 C 2.8972 -2.6456 1.4772
70 C 3.9488 -2.7018 0.5740
71 C 4.1565 -1.6776 -0.3382
72 C 3.2928 -0.5934 -0.3613
73 C 4.8518 -3.9013 0.5339
74 F 4.8546 -4.5809 1.6889
75 F 6.1250 -3.5618 0.2663
76 F 4.4757 -4.7654 -0.4291
77 H 4.3125 3.3889 3.1079
78 H 3.5180 2.1060 1.1483
79 H -0.2553 1.4759 3.0943
80 H 0.5562 2.7748 5.0629
81 H 1.4948 3.7184 0.2016
82 H 1.6058 5.1018 -1.8325
83 H 1.2827 1.5938 -4.2572
84 H 1.1456 0.2035 -2.2229
85 H 1.1969 -1.5203 2.1459
86 H 2.7546 -3.4444 2.1922
87 H 4.9887 -1.7311 -1.0276
88 H 3.4614 0.2042 -1.0735

Results of the Mulliken charge analysis, in e, for atoms 1 through 2: 0.6109, -0.2439

---

Molecular formula: C44H27BiF15IN4O11PS2
Method: DFT, ωB97M-V with the def2-TZVPD basis set

Energy above the lowest of the compared OMol25 structures with the same formula, charge and spin ... 679.0 kJ/mol
Frontier orbital gap ... 7.191 eV
HOMO energy ... -5.87 eV
LUMO ... 1.3 eV
Max |F| ... 0.0668 Eh/bohr
Charge ... -1
Multiplicity ... 1

Positions of all 106 atoms, in Å:
1 Bi 0.3684 1.4983 -0.4562
2 O 6.0519 2.6730 -3.2859
3 C 5.1912 2.0819 -2.4296
4 C 4.3407 1.0580 -2.8359
5 C 3.4740 0.5123 -1.9029
6 N 3.4268 0.9010 -0.6356
7 C 4.2678 1.8560 -0.2414
8 C 5.1538 2.4918 -1.0996
9 C 4.1501 2.2449 1.1812
10 O 4.4994 3.5545 1.5370
11 O 1.8728 1.3261 1.8676
12 C 2.4943 -0.5534 -2.3546
13 O 2.8642 -1.4720 -3.0607
14 O 1.2823 -0.3494 -1.9740
15 H 5.9482 2.2732 -4.1598
16 H 4.3340 0.6850 -3.8500
17 H 5.8007 3.2760 -0.7430
18 C 0.4608 6.0782 0.2422
19 C -0.8370 5.4531 0.6140
20 N -1.6417 6.0786 1.4287
21 C -2.7467 5.4715 1.8688
22 C -3.1114 4.1956 1.5233
23 C -4.2094 3.4541 2.2354
24 O -3.7306 2.2530 2.7912
25 C -2.3047 3.5026 0.5826
26 C -2.7488 2.3227 -0.0516
27 N -2.0007 1.5597 -0.8032
28 C -2.5425 0.7551 -1.7917
29 C -3.7480 0.0533 -1.6928
30 C -4.2619 -0.6125 -2.7888
31 C -3.5816 -0.6197 -3.9967
32 C -2.3653 0.0338 -4.1085
33 C -1.8739 0.7189 -3.0167
34 I -0.0991 1.9094 -3.1715
35 C -1.1153 4.1391 0.1220
36 O -0.3527 3.6036 -0.7665
37 H 0.4815 7.1115 0.5726
38 H 0.6264 6.0013 -0.8303
39 H 1.2528 5.5098 0.7309
40 H -3.3396 6.0516 2.5615
41 H -5.0127 3.1720 1.5435
42 H -4.6372 4.0968 3.0184
43 H -2.8853 2.4659 3.2246
44 H -3.8263 2.1410 -0.0474
45 H -4.2756 0.0480 -0.7492
46 H -5.2054 -1.1289 -2.7012
47 H -3.9921 -1.1294 -4.8527
48 H -1.8091 0.0405 -5.0298
49 F 0.4993 -0.0547 3.5635
50 C 0.3640 1.1776 4.0480
51 F 1.4643 1.4914 4.7234
52 F -0.6340 1.0993 4.9474
53 S -0.0848 2.5126 2.7697
54 O -0.6210 1.6847 1.6619
55 O -1.1615 3.1787 3.4479
56 N 1.0921 3.4444 2.4871
57 S 2.2860 2.7227 1.5971
58 O 1.9839 3.1315 0.2078
59 O 3.3303 3.9578 2.2258
60 C 4.7465 1.2488 2.1367
61 F 6.0997 1.3497 2.2006
62 F 4.3224 1.4188 3.3971
63 F 4.5105 -0.0226 1.8149
64 F -4.0540 -2.7733 4.9739
65 C -3.5225 -3.6745 4.1412
66 F -4.5675 -4.3839 3.6509
67 F -2.8335 -4.5450 4.9028
68 C -2.6921 -3.0807 3.0391
69 C -1.9784 -3.9522 2.2195
70 C -1.2428 -3.4498 1.1665
71 C -1.2214 -2.0801 0.9111
72 C -1.9127 -1.2193 1.7525
73 C -2.6543 -1.7120 2.8150
74 P -0.2397 -1.3615 -0.4936
75 C 1.2927 -2.2506 -0.0135
76 C 1.7760 -3.3650 -0.6863
77 C 2.9021 -4.0243 -0.2298
78 C 3.5238 -3.5905 0.9334
79 C 3.0488 -2.4720 1.6083
80 C 1.9532 -1.7862 1.1199
81 C 4.7318 -4.3051 1.4685
82 F 5.8825 -3.6550 1.2158
83 F 4.8890 -5.5404 0.9522
84 F 4.6918 -4.4733 2.8039
85 C -0.9478 -2.3686 -1.8600
86 C -0.2753 -2.5347 -3.0722
87 C -0.8971 -3.1457 -4.1433
88 C -2.2011 -3.6057 -4.0127
89 C -2.8738 -3.4719 -2.8069
90 C -2.2520 -2.8443 -1.7462
91 C -2.8869 -4.2246 -5.1907
92 F -2.7161 -3.5083 -6.3183
93 F -2.4389 -5.4644 -5.4700
94 F -4.2166 -4.3390 -5.0256
95 H -2.0056 -5.0150 2.4111
96 H -0.6927 -4.1243 0.5248
97 H -1.8588 -0.1535 1.5894
98 H -3.1970 -1.0285 3.4500
99 H 1.2809 -3.7232 -1.5741
100 H 3.2836 -4.8753 -0.7742
101 H 3.5318 -2.1331 2.5095
102 H 1.6277 -0.8838 1.6147
103 H 0.7334 -2.1705 -3.1908
104 H -0.3767 -3.2568 -5.0825
105 H -3.8843 -3.8375 -2.7093
106 H -2.7941 -2.7246 -0.8207

Results of the Mulliken charge analysis, in e, for atoms 1 through 2: 2.3530, -0.5726

---

Molecular formula: C44H31N7P2ReSTe
Method: DFT, ωB97M-V with the def2-TZVPD basis set

Expectation value of S² ... 0.764
Energy above the lowest of the compared OMol25 structures with the same formula, charge and spin ... 0.0 kJ/mol
Frontier orbital gap (alpha / beta) ... 6.418 / 5.633 eV
HOMO energy (alpha / beta) ... -13.05 / -13.12 eV
LUMO (alpha / beta) ... -6.6 / -7.5 eV
Max |F| ... 0.0232 Eh/bohr
Charge ... +2
Multiplicity ... 2

Positions of all 87 atoms, in Å:
1 Re -0.2739 0.2792 0.3344
2 Te -2.8254 1.8142 3.1292
3 C -4.4739 0.7330 3.8653
4 C -5.7442 1.2652 3.6997
5 C -6.8271 0.5516 4.2028
6 N -6.7103 -0.6195 4.8213
7 C -5.4839 -1.1088 4.9873
8 C -4.3339 -0.4713 4.5405
9 C -2.4870 0.5642 1.4249
10 P -2.2441 1.3854 -0.1263
11 C -3.0084 0.5957 -1.5420
12 C -4.2281 -0.0759 -1.4504
13 C -4.7869 -0.6340 -2.5875
14 C -4.1400 -0.5163 -3.8129
15 C -2.9354 0.1681 -3.9119
16 C -2.3673 0.7256 -2.7774
17 C -2.5291 3.1389 -0.1203
18 C -3.8205 3.6638 -0.1701
19 C -3.9954 5.0361 -0.1539
20 C -2.8906 5.8800 -0.0958
21 C -1.6045 5.3592 -0.0612
22 C -1.4195 3.9843 -0.0725
23 P -1.7823 -1.0588 1.5098
24 C -2.6955 -2.3182 0.6284
25 C -2.0125 -3.2056 -0.1984
26 C -2.7126 -4.2083 -0.8545
27 C -4.0847 -4.3242 -0.6756
28 C -4.7640 -3.4457 0.1622
29 C -4.0728 -2.4391 0.8144
30 C -1.4681 -1.6957 3.1604
31 C -0.6461 -1.0222 4.0656
32 C -0.4332 -1.5401 5.3317
33 C -1.0219 -2.7451 5.7004
34 C -1.8179 -3.4337 4.7968
35 C -2.0424 -2.9151 3.5297
36 H -5.9081 2.2038 3.1876
37 H -7.8310 0.9439 4.0916
38 H -5.4085 -2.0533 5.5145
39 H -3.3675 -0.9002 4.7509
40 H -4.7379 -0.1527 -0.4992
41 H -5.7348 -1.1520 -2.5239
42 H -4.5876 -0.9474 -4.6987
43 H -2.4408 0.2885 -4.8668
44 H -1.4495 1.2915 -2.8757
45 H -4.6820 3.0086 -0.2284
46 H -4.9923 5.4533 -0.1941
47 H -3.0363 6.9520 -0.0922
48 H -0.7496 6.0215 -0.0428
49 H -0.4163 3.5715 -0.0800
50 H -0.9375 -3.1291 -0.3208
51 H -2.1879 -4.9002 -1.4993
52 H -4.6287 -5.1076 -1.1864
53 H -5.8314 -3.5485 0.3063
54 H -4.5997 -1.7532 1.4703
55 H -0.1962 -0.0748 3.8063
56 H 0.1881 -1.0035 6.0364
57 H -0.8551 -3.1477 6.6907
58 H -2.2692 -4.3763 5.0758
59 H -2.6647 -3.4644 2.8373
60 N 3.4875 -1.3754 1.2789
61 C 3.3523 -2.2677 0.2210
62 C 4.2122 -3.2314 -0.2962
63 C 3.7644 -3.9103 -1.4081
64 C 2.5122 -3.6377 -1.9899
65 C 1.6630 -2.6860 -1.4703
66 C 2.1007 -2.0031 -0.3355
67 N 1.5083 -0.9807 0.3922
68 C 2.3708 -0.6312 1.3268
69 C 2.0427 0.5069 2.1642
70 C 2.7132 1.1671 3.1349
71 S 1.8338 2.5482 3.6291
72 C 0.6035 2.1862 2.5380
73 N 0.8149 1.0865 1.8416
74 H 4.2837 -1.3042 1.8911
75 H 5.1827 -3.4301 0.1369
76 H 4.3973 -4.6628 -1.8576
77 H 2.2189 -4.1838 -2.8760
78 H 0.7118 -2.4634 -1.9379
79 H 3.6766 0.9369 3.5605
80 H -0.2802 2.7909 2.4189
81 N 0.7719 1.0445 -1.2428
82 C 1.2331 1.0468 -2.3274
83 C 1.7088 1.0484 -3.5865
84 C 2.9743 0.4336 -3.8272
85 N 4.0072 -0.0576 -3.9444
86 C 0.8303 1.5672 -4.5868
87 N 0.0279 1.9607 -5.3115

Results of the Mulliken charge analysis, in e, for atoms 1 through 2: 1.7010, 0.4178

---

Molecular formula: C44H32F3N2S4SbTi
Method: DFT, ωB97M-V with the def2-TZVPD basis set

Energy above the lowest of the compared OMol25 structures with the same formula, charge and spin ... 51.3 kJ/mol
Frontier orbital gap ... 5.912 eV
HOMO energy ... -6.90 eV
LUMO ... -1.0 eV
Max |F| ... 0.0156 Eh/bohr
Charge ... 0
Multiplicity ... 1

Positions of all 87 atoms, in Å:
1 Ti 1.1779 0.8320 -0.8569
2 S 0.1254 0.9759 -3.0532
3 C -0.6331 2.5676 -2.9978
4 C -0.6073 3.3886 -4.1250
5 C -1.1725 4.6531 -4.0884
6 C -1.7752 5.1304 -2.9311
7 C -1.8250 4.3237 -1.8060
8 C -1.2443 3.0642 -1.8399
9 S -1.3735 1.8960 -0.5280
10 C -0.4907 2.5241 0.9282
11 C -0.1591 1.2633 1.6936
12 C -0.2965 1.2117 3.0360
13 C 0.0539 -0.0077 3.7130
14 C 0.4969 -1.0561 3.0024
15 C 0.6498 -0.9932 1.5527
16 C 1.1116 -2.0614 0.8681
17 S 2.7610 -0.4248 -1.8955
18 C 4.1285 0.6918 -1.6992
19 C 5.4149 0.1571 -1.6780
20 C 6.5200 0.9874 -1.5937
21 C 6.3435 2.3629 -1.4914
22 C 5.0671 2.8987 -1.4665
23 C 3.9426 2.0806 -1.5858
24 S 2.3328 2.7886 -1.6592
25 N 0.2938 0.2147 0.9195
26 H -0.1197 3.0299 -5.0217
27 H -1.1338 5.2772 -4.9719
28 H -2.2135 6.1189 -2.9086
29 H -2.3181 4.6652 -0.9046
30 H 0.4090 3.0645 0.6109
31 H -1.1003 3.1898 1.5356
32 H -0.6756 2.0679 3.5753
33 H -0.0643 -0.0804 4.7871
34 H 0.7517 -1.9939 3.4791
35 H 1.3937 -2.9555 1.4054
36 H 1.2235 -2.0671 -0.2054
37 H 5.5414 -0.9153 -1.7534
38 H 7.5149 0.5618 -1.6129
39 H 7.2019 3.0199 -1.4299
40 H 4.9242 3.9678 -1.3731
41 F -3.6987 -7.6291 -2.3703
42 C -3.3195 -6.3616 -2.1072
43 C -4.2695 -5.3607 -2.1548
44 C -3.8730 -4.0598 -1.8808
45 C -2.5483 -3.7630 -1.5680
46 C -1.6197 -4.8015 -1.5457
47 C -1.9968 -6.1124 -1.8079
48 Sb -1.8491 -1.7973 -1.0925
49 C -3.5380 -0.6854 -1.7948
50 C -3.4083 0.0433 -2.9767
51 C -4.4511 0.8221 -3.4610
52 C -5.6288 0.8560 -2.7440
53 F -6.6468 1.6154 -3.1987
54 C -5.8046 0.1431 -1.5746
55 C -4.7492 -0.6268 -1.1061
56 C -2.4813 -1.8518 0.9537
57 C -2.3472 -3.0130 1.7101
58 C -2.6521 -3.0284 3.0644
59 C -3.0959 -1.8606 3.6496
60 F -3.3856 -1.8621 4.9700
61 C -3.2535 -0.6914 2.9364
62 C -2.9375 -0.6971 1.5846
63 H -5.2936 -5.6055 -2.4018
64 H -4.6127 -3.2692 -1.9180
65 H -0.5782 -4.5951 -1.3217
66 H -1.2860 -6.9274 -1.7908
67 H -2.4762 0.0187 -3.5269
68 H -4.3563 1.3990 -4.3712
69 H -6.7479 0.1992 -1.0481
70 H -4.8763 -1.1785 -0.1818
71 H -2.0027 -3.9294 1.2435
72 H -2.5523 -3.9249 3.6615
73 H -3.6055 0.2019 3.4349
74 H -3.0619 0.2197 1.0204
75 N 2.6580 1.1576 0.7763
76 C 3.4452 1.0847 1.6024
77 C 4.4298 0.9841 2.6342
78 C 4.0324 0.5686 3.9049
79 C 4.9844 0.4640 4.9032
80 C 6.3118 0.7707 4.6322
81 C 6.6984 1.1839 3.3634
82 C 5.7592 1.2944 2.3535
83 H 2.9927 0.3278 4.0865
84 H 4.6923 0.1407 5.8930
85 H 7.0523 0.6863 5.4166
86 H 7.7343 1.4200 3.1611
87 H 6.0361 1.6107 1.3572

Results of the Mulliken charge analysis, in e, for atoms 1 through 2: 1.1089, -0.5270

---

Molecular formula: C44H33Br2N6O4P2SZr
Method: DFT, ωB97M-V with the def2-TZVPD basis set

Energy above the lowest of the compared OMol25 structures with the same formula, charge and spin ... 86.2 kJ/mol
Frontier orbital gap ... 6.519 eV
HOMO energy ... -16.08 eV
LUMO ... -9.6 eV
Max |F| ... 0.0111 Eh/bohr
Charge ... +3
Multiplicity ... 1

Positions of all 93 atoms, in Å:
1 Zr -0.3520 -0.6221 -0.6268
2 S -6.6144 -4.6510 1.6453
3 N -5.5265 -3.8381 2.5039
4 C -4.6401 -3.3627 1.6433
5 C -3.4807 -2.5691 1.9811
6 C -3.1418 -2.2018 3.2884
7 C -2.0029 -1.4559 3.4995
8 C -1.2194 -1.1013 2.4111
9 N -1.5215 -1.4486 1.1574
10 C -2.6496 -2.1673 0.9370
11 C -2.9561 -2.4914 -0.4467
12 N -2.1113 -2.0016 -1.3824
13 C -2.3378 -2.3140 -2.6590
14 C -3.4066 -3.1028 -3.0673
15 C -4.2817 -3.5894 -2.1226
16 C -4.0567 -3.2829 -0.7771
17 C -4.9122 -3.7224 0.3027
18 N -6.0000 -4.4651 0.1729
19 H -3.7805 -2.5075 4.1078
20 H -1.7070 -1.1475 4.4921
21 H -0.3205 -0.5151 2.5499
22 H -1.6287 -1.9401 -3.3843
23 H -3.5347 -3.3209 -4.1182
24 H -5.1317 -4.2022 -2.3952
25 Br 1.1710 -2.9571 -4.0850
26 C 1.7099 -3.9619 -2.5621
27 Br 0.6745 -3.5520 -0.9337
28 H 2.7427 -3.7443 -2.3199
29 H 1.5301 -5.0148 -2.7391
30 O -0.2785 -0.0655 -2.6141
31 C -0.8939 0.8240 -3.3005
32 C -1.8002 1.7516 -2.7871
33 C -2.2837 2.7614 -3.6599
34 C -3.0869 3.7294 -3.1518
35 C -3.4551 3.7481 -1.7988
36 C -3.0148 2.7701 -0.9350
37 C -2.1934 1.7458 -1.4093
38 O -1.7956 0.7848 -0.6057
39 N -3.5798 4.8009 -4.0475
40 O -3.2805 4.7068 -5.2142
41 O -4.2262 5.6791 -3.5303
42 H -0.6617 0.8469 -4.3668
43 H -2.0138 2.7778 -4.7090
44 H -4.0971 4.5492 -1.4542
45 H -3.3095 2.7694 0.1053
46 N 1.8836 0.5712 1.6625
47 P 1.9659 -0.9741 0.9690
48 C 2.2923 -2.1012 2.3235
49 C 2.8555 -3.3509 2.0531
50 C 3.0785 -4.2465 3.0860
51 C 2.7504 -3.8998 4.3905
52 C 2.2047 -2.6530 4.6667
53 C 1.9708 -1.7549 3.6376
54 C 3.3428 -1.0421 -0.1819
55 C 3.0377 -0.9262 -1.5370
56 C 4.0418 -0.8245 -2.4864
57 C 5.3671 -0.8396 -2.0715
58 C 5.6840 -0.9637 -0.7225
59 C 4.6768 -1.0647 0.2243
60 P 0.9684 1.5713 0.6353
61 C 2.0471 2.6482 -0.3136
62 C 2.2094 2.4540 -1.6839
63 C 3.0620 3.2746 -2.4075
64 C 3.7584 4.2849 -1.7605
65 C 3.6022 4.4841 -0.3925
66 C 2.7431 3.6754 0.3307
67 C 0.0145 2.6528 1.7088
68 C -0.5087 3.8285 1.1673
69 C -1.2736 4.6724 1.9558
70 C -1.5175 4.3517 3.2859
71 C -0.9907 3.1881 3.8305
72 C -0.2292 2.3365 3.0441
73 H 2.6421 0.9396 2.2309
74 H 3.1433 -3.6159 1.0434
75 H 3.5236 -5.2098 2.8769
76 H 2.9363 -4.5972 5.1964
77 H 1.9759 -2.3757 5.6871
78 H 1.5699 -0.7746 3.8677
79 H 2.0011 -0.9540 -1.8833
80 H 3.7994 -0.7440 -3.5383
81 H 6.1603 -0.7624 -2.8035
82 H 6.7200 -0.9833 -0.4119
83 H 4.9277 -1.1657 1.2740
84 H 1.6779 1.6566 -2.1912
85 H 3.1839 3.1288 -3.4728
86 H 4.4232 4.9264 -2.3236
87 H 4.1437 5.2773 0.1050
88 H 2.6030 3.8550 1.3909
89 H -0.2923 4.1035 0.1408
90 H -1.6611 5.5941 1.5415
91 H -2.1033 5.0196 3.9033
92 H -1.1593 2.9540 4.8732
93 H 0.2042 1.4465 3.4855

Results of the Mulliken charge analysis, in e, for atoms 1 through 2: 0.4282, 0.2541